Computed, not measured: a 2-piece molecular cluster, C2H5O2S2 overall, with the ωB97M-V functional and the def2-TZVPD basis.

## Properties
Spin multiplicity: 1
E_tot in Eh: -1026.07568
LUMO energy in eV: 3.2
Relative energy (zero: lowest compared OMol25 entry of this formula, charge and spin) in kJ/mol: 163.03
Total charge: -1

Cartesian coordinates (Å):
1 C 0.34552 -1.27886 0.31942
2 S 1.86568 -0.58624 -0.42983
3 S 1.26987 0.50543 -2.08379
4 H 0.26185 -1.19006 1.44017
5 H -0.52500 -0.99027 -0.24159
6 H 0.28849 -2.34342 0.20834
7 H 0.06702 -0.05454 -2.08463
8 O -1.48445 0.83029 -0.17217
9 C -0.87066 1.49113 0.75154
10 O -1.38443 2.39313 1.57067
11 H 0.16609 1.22340 0.72188


Computed, not measured: a 5-piece molecular cluster, C20H40O10S5 overall, with the ωB97M-V functional and the def2-TZVPD basis.

## Properties
Spin multiplicity: 1
E_tot in Eh: -3529.18204
LUMO energy in eV: 0.3
Relative energy (zero: lowest compared OMol25 entry of this formula, charge and spin) in kJ/mol: 415.85
Total charge: 0
SMILES: O=S1(=O)CCCC1.O=S1(=O)CCCC1.O=S1(=O)CCCC1.O=S1(=O)CCCC1.O=S1(=O)CCCC1

Cartesian coordinates (Å):
1 O 4.68068 3.91982 -2.05320
2 S 4.48077 3.01850 -0.89743
3 O 5.65471 2.27422 -0.34525
4 C 3.58224 3.88693 0.52717
5 C 2.09567 3.28114 0.50872
6 C 2.08502 1.86388 0.16996
7 C 2.94167 1.91135 -1.08023
8 H 3.75094 4.96029 0.61404
9 H 4.02627 3.60712 1.48250
10 H 1.73360 3.46659 1.51996
11 H 1.50630 3.93316 -0.13596
12 H 1.05113 1.56379 -0.00064
13 H 2.56506 1.33274 0.99188
14 H 2.42030 2.40961 -1.89756
15 H 3.15764 0.88173 -1.36543
16 O 0.03677 -1.55522 1.50113
17 S 1.06900 -1.83815 0.45934
18 O 2.41437 -1.35946 0.69569
19 C 0.98950 -3.65278 -0.13707
20 C 0.24913 -3.60529 -1.50017
21 C 0.64447 -2.26809 -2.18114
22 C 0.50036 -1.18533 -1.10533
23 H 0.74592 -4.42570 0.59187
24 H 2.02839 -3.94577 -0.28860
25 H 0.38996 -4.49252 -2.11748
26 H -0.78699 -3.60539 -1.16170
27 H 0.44243 -2.04396 -3.22854
28 H 1.68221 -2.52612 -2.39235
29 H -0.56819 -0.98071 -1.03868
30 H 0.88043 -0.19334 -1.34942
31 O -0.91897 1.98666 -3.04220
32 S -0.93226 1.94667 -4.51058
33 O -2.09619 1.75965 -5.46285
34 C 0.15014 3.28891 -5.26267
35 C 1.54828 2.74451 -5.53039
36 C 1.20318 1.30132 -6.05420
37 C 0.33322 0.67845 -4.91296
38 H 0.10260 4.13401 -4.57590
39 H -0.39514 3.57645 -6.16161
40 H 1.97728 3.40596 -6.28309
41 H 2.16544 2.73880 -4.63197
42 H 2.10402 0.69166 -6.12421
43 H 0.75354 1.17701 -7.03932
44 H 0.89222 0.60966 -3.97975
45 H -0.01852 -0.34801 -5.01673
46 O 0.79761 -3.31306 4.57893
47 S -0.55383 -3.56673 4.11271
48 O -0.94584 -4.04834 2.78543
49 C -1.11389 -4.97060 5.06721
50 C -1.40233 -4.35256 6.42236
51 C -2.06290 -3.07197 6.17863
52 C -1.58239 -2.30204 4.91288
53 H -0.45686 -5.83986 5.09561
54 H -2.08206 -5.17802 4.61145
55 H -2.10209 -4.88118 7.06965
56 H -0.40396 -4.16373 6.81693
57 H -1.87584 -2.37644 6.99677
58 H -3.12680 -3.24377 6.01522
59 H -1.00962 -1.37564 4.87027
60 H -2.39389 -2.15124 4.20096
61 O -3.20015 1.78889 3.59671
62 S -3.10119 0.93403 2.39104
63 O -3.21353 -0.54430 2.46749
64 C -4.27612 1.44172 1.00992
65 C -3.40005 1.17422 -0.24045
66 C -1.97980 1.77524 0.03304
67 C -1.51230 1.55676 1.46820
68 H -4.63196 2.46415 1.13694
69 H -5.18707 0.84447 1.04954
70 H -3.41983 0.11365 -0.49126
71 H -3.84630 1.54601 -1.16280
72 H -1.90428 2.80786 -0.30768
73 H -1.23410 1.21098 -0.52700
74 H -1.41311 2.51826 1.97198
75 H -0.68389 0.87814 1.67146


Computed, not measured: a 2-piece molecular cluster, C4H11N3O2 overall, with the ωB97M-V functional and the def2-TZVPD basis.

## Properties
Spin multiplicity: 1
E_tot in Eh: -473.78688
LUMO energy in eV: 0.9
Relative energy (zero: lowest compared OMol25 entry of this formula, charge and spin) in kJ/mol: 41.70
Total charge: 0
SMILES: CN=C(N)N.CC(=O)O

Cartesian coordinates (Å):
1 C 1.98289 0.57856 -0.98208
2 N 0.96201 0.57890 0.03004
3 C 0.87931 1.35734 1.02991
4 N 1.39950 2.64545 1.15866
5 N 0.05460 0.98709 2.07428
6 H 3.02835 0.60546 -0.66019
7 H 1.82532 1.37455 -1.71897
8 H 1.87894 -0.34049 -1.56120
9 H 2.03011 2.87204 0.40955
10 H 1.74431 2.83659 2.08668
11 H -0.43977 0.13741 1.87047
12 H -0.50570 1.72159 2.47756
13 C -2.60476 -2.17001 -1.28129
14 C -1.63894 -1.81901 -0.18758
15 O -1.85613 -1.10247 0.75411
16 O -0.37798 -2.13949 -0.58243
17 H -3.65109 -2.19691 -0.97638
18 H -2.33183 -3.05478 -1.84457
19 H -2.58736 -1.33903 -1.99304
20 H 0.20820 -1.53278 -0.10354


Computed, not measured: a 7-piece molecular cluster, C5H22N2O6 overall, with the ωB97M-V functional and the def2-TZVPD basis.

## Properties
Spin multiplicity: 1
E_tot in Eh: -764.50158
LUMO energy in eV: -0.7
Relative energy (zero: lowest compared OMol25 entry of this formula, charge and spin) in kJ/mol: 590.74
Total charge: 0
SMILES: CC/C(N)=C/N.C=O.O.O.O.O.O

Cartesian coordinates (Å):
1 C 4.22710 1.87257 2.30068
2 C 3.07245 2.61666 1.63029
3 C 1.80139 1.85761 1.70108
4 N 1.64102 0.85540 0.73044
5 C 0.80994 2.35961 2.50628
6 N -0.53845 1.88600 2.64173
7 H 4.30027 2.36680 3.29145
8 H 5.05570 1.86628 1.53799
9 H 4.16911 0.75625 2.51704
10 H 3.15345 3.62590 2.05046
11 H 3.39747 2.83431 0.49485
12 H 0.74157 0.47230 0.61748
13 H 2.28079 0.01425 0.74755
14 H 1.02250 3.31223 3.12603
15 H -0.48822 1.23351 3.47894
16 H -0.51784 1.12341 1.94630
17 C -3.75289 -2.24954 -1.62744
18 O -3.96966 -1.45338 -0.72482
19 H -3.04940 -2.96769 -1.51300
20 H -4.20994 -2.05995 -2.63154
21 O -1.57460 0.12690 -2.62505
22 H -2.46922 -0.20800 -2.43199
23 H -0.99759 -0.46615 -2.07112
24 O 1.22779 3.11719 -4.79754
25 H 0.89136 2.67066 -3.96644
26 H 1.83710 3.81363 -4.34382
27 O -1.92217 -0.56335 1.40835
28 H -2.34599 -0.33089 0.56649
29 H -1.95141 -1.48890 1.37078
30 O -0.85767 -2.75764 0.29064
31 H -0.19882 -3.47144 0.68114
32 H -0.48329 -2.57769 -0.53314
33 O 0.14710 -5.72380 -1.65629
34 H 0.43463 -5.66824 -0.71693
35 H 0.35564 -4.74922 -2.05143


Computed, not measured: one molecule with the formula C4H10N2O2, with the ωB97M-V functional and the def2-TZVPD basis.

## Properties
Spin multiplicity: 1
E_tot in Eh: -418.05579
LUMO energy (spin up / spin down) in eV: -0.1 / -0.1
Relative energy (zero: lowest compared OMol25 entry of this formula, charge and spin) in kJ/mol: 1063.79
Total charge: 0
SMILES: [H]/N=C/[C@](N)(O)COC

Cartesian coordinates (Å):
1 H 0.02887 -2.03626 -1.96396
2 N 0.34822 -1.64672 -1.07601
3 C -0.33097 -0.59592 -0.74330
4 C -0.86562 -0.41585 0.85874
5 N -0.29644 -1.50274 1.60513
6 O -2.27404 -0.50467 0.83170
7 C -0.37358 0.96138 1.06997
8 O 0.60099 1.04040 -0.24457
9 C 1.49053 1.60324 -1.20155
10 H -1.04338 -0.13176 -1.43698
11 H 0.49106 -1.21548 2.17768
12 H 0.08714 -2.18429 0.94038
13 H -2.44516 -1.45259 0.93282
14 H 0.32739 1.09521 1.89203
15 H -1.08932 1.76687 0.91876
16 H 1.67872 2.57352 -0.72479
17 H 1.63102 0.65774 -1.76414
18 H 2.03458 1.98793 -2.07192


Computed, not measured: an isolated ion of composition C2H6N3 and charge +1, with the ωB97M-V functional and the def2-TZVPD basis.

## Properties
Spin multiplicity: 1
E_tot in Eh: -243.70279
LUMO energy in eV: -4.9
Relative energy (zero: lowest compared OMol25 entry of this formula, charge and spin) in kJ/mol: 346.96
Total charge: +1
SMILES: NC(N)=C=[NH2+]

Cartesian coordinates (Å):
1 N 0.61902 -1.34736 -0.01330
2 C 0.56212 0.42097 0.08593
3 N 1.72699 1.00019 -0.16775
4 C -0.72402 0.48990 -0.06438
5 N -2.03500 0.45637 -0.02139
6 H 0.45442 -1.65327 -0.94175
7 H -0.23404 -1.53015 0.51845
8 H 1.93360 2.01615 -0.29750
9 H 2.46730 0.57201 0.27265
10 H -2.60441 0.31927 -0.83716
11 H -2.52034 0.27384 0.93696


Computed, not measured: one molecule with the formula C3H4N2O, with the ωB97M-V functional and the def2-TZVPD basis.

## Properties
Spin multiplicity: 1
E_tot in Eh: -301.37923
LUMO energy in eV: 0.9
Relative energy (zero: lowest compared OMol25 entry of this formula, charge and spin) in kJ/mol: 283.56
Total charge: 0
SMILES: Cc1conn1

Cartesian coordinates (Å):
1 C -1.45017 -0.16321 -0.10301
2 C -0.00150 0.07001 0.25724
3 C 1.05492 0.94136 0.14502
4 O 2.16342 0.20307 -0.02658
5 N 1.79012 -1.13011 -0.00130
6 N 0.56914 -1.17872 0.21984
7 H -1.52832 -0.89399 -0.93812
8 H -2.00600 -0.62484 0.71740
9 H -1.86733 0.77004 -0.42846
10 H 1.27571 2.00639 0.15797